## 1
This record from OMol25 describes a cluster of 3 separate species, C3H13NO2S in total. The level of theory is wB97M-V/def2-TZVPD.

Output
SMILES string = C[C@H](N)CS.O.O
HOMO-LUMO gap = 9.10 eV
charge = 0
LUMO energy = 0.018 hartree

Last column: Löwdin charge in e.
Element x y z (Å)
C -0.174 -0.367 -1.797  -0.068
C -1.427 -0.130 -0.960  -0.526
N -2.494 0.223 -1.883  0.030
C -1.118 1.049 -0.028  -0.555
S -2.218 1.162 1.406  0.705
H 0.412 -1.193 -1.401  0.079
H -0.415 -0.431 -2.857  0.069
H 0.436 0.538 -1.753  0.072
H -1.593 -1.017 -0.352  0.115
H -3.438 0.165 -1.542  0.068
H -2.379 -0.122 -2.817  0.053
H -1.133 1.982 -0.605  0.082
H -0.092 0.961 0.310  0.049
H -1.335 0.969 2.352  -0.179
O 2.398 1.187 1.504  -0.066
H 3.168 1.173 2.083  0.033
H 2.712 0.718 0.721  0.031
O 2.755 -1.963 2.344  -0.060
H 3.027 -2.818 1.989  0.034
H 2.909 -2.086 3.288  0.036

## 2
This record from OMol25 describes a cluster of 3 separate species, C3H13NO2S in total. The level of theory is wB97M-V/def2-TZVPD.

Output
SMILES string = C[C@H](N)CS.O.O
HOMO-LUMO gap = 9.96 eV
charge = 0
LUMO energy = 0.025 hartree

Last column: Löwdin charge in e.
Element x y z (Å)
C -0.049 1.936 -0.927  -0.060
C -0.217 0.727 0.003  -0.546
N -1.375 0.908 0.907  0.026
C 1.085 0.467 0.724  -0.498
S 0.890 -0.822 2.039  0.705
H 0.772 1.736 -1.603  0.078
H -0.977 2.143 -1.458  0.080
H 0.224 2.817 -0.326  0.084
H -0.462 -0.126 -0.631  0.080
H -1.751 1.845 0.841  0.063
H -1.094 0.778 1.874  0.027
H 1.441 1.360 1.231  0.074
H 1.828 0.104 0.019  0.071
H 2.206 -1.021 2.177  -0.146
O 0.840 -1.800 -1.783  -0.073
H 0.090 -2.150 -1.268  -0.001
H 1.453 -2.541 -1.847  0.041
O -1.630 -2.426 -0.227  -0.062
H -2.034 -1.568 -0.400  0.040
H -1.241 -2.367 0.654  0.018

Which structure is most stable? 2, by 0.661 eV over the runner-up.

## 1
This record from OMol25 describes an isolated molecule of C2H5ClO3S. The level of theory is wB97M-V/def2-TZVPD.

Output
SMILES string = C[C@H](O)S(=O)(=O)Cl
HOMO-LUMO gap = 11.41 eV
charge = 0
LUMO energy = 0.013 hartree

Last column: Löwdin charge in e.
Element x y z (Å)
C 0.683 0.022 -0.147  -0.071
C -0.750 0.373 -0.459  -0.539
O -1.703 -0.047 0.418  -0.043
S -1.089 -0.576 -2.009  0.359
O -0.130 -0.348 -3.038  -0.329
O -1.323 -1.921 -1.566  -0.341
Cl -2.876 0.143 -2.669  0.397
H 0.796 -1.063 -0.128  0.091
H 1.336 0.428 -0.915  0.087
H 0.974 0.424 0.824  0.096
H -0.895 1.545 -0.657  0.188
H -1.719 -1.020 0.413  0.106

## 2
This record from OMol25 describes an isolated molecule of C2H5ClO3S. The level of theory is wB97M-V/def2-TZVPD.

Output
SMILES string = CO[S@](=O)(Cl)=CO
HOMO-LUMO gap (spin up / spin down) = 7.95 / 7.96 eV
charge = 0
LUMO energy (spin up / spin down) = -0.035 / -0.035 hartree

Last column: Löwdin charge in e.
Element x y z (Å)
C -1.789 1.249 0.415  -0.156
O -0.994 0.288 -0.183  -0.400
S 0.579 -0.135 0.023  0.602
O 0.865 -0.587 1.350  -0.420
Cl 1.378 1.884 0.328  0.202
C 0.881 -1.575 -1.065  -0.239
O 2.073 -2.177 -0.722  -0.100
H -2.126 0.901 1.368  0.073
H -1.192 2.174 0.575  0.048
H -2.744 1.431 -0.293  0.148
H 0.997 -1.251 -2.124  0.087
H 2.073 -2.204 0.329  0.153

Which structure is most stable? 1, by 3.631 eV over the runner-up.

## 1
This record from OMol25 describes a cluster of 2 separate species, C5H16NO in total. The level of theory is wB97M-V/def2-TZVPD.

Output
HOMO-LUMO gap = 10.99 eV
charge = +1
LUMO energy = -0.124 hartree

Last column: Löwdin charge in e.
Element x y z (Å)
C -0.717 0.572 0.377  -0.096
C 0.395 -0.191 -0.500  -0.275
C 0.927 1.111 -1.362  -0.050
C -0.146 -1.109 -1.612  -0.217
C 1.104 -2.032 -1.950  -0.087
N -1.181 -0.097 1.666  0.189
H -0.504 1.579 0.640  0.109
H -1.535 0.646 -0.235  0.098
H 1.235 -0.477 0.089  0.118
H 1.695 0.777 -2.075  0.077
H 1.556 1.690 -0.796  0.039
H 0.110 1.623 -2.002  0.128
H -0.360 -0.584 -2.491  0.077
H -1.128 -1.575 -1.354  0.116
H 1.608 -2.482 -1.080  0.065
H 1.841 -1.391 -2.409  0.058
H 0.839 -3.043 -2.483  0.113
H -1.551 -0.980 1.311  0.172
H -1.845 0.316 2.258  0.122
H -0.476 -0.209 2.374  0.141
H -0.072 1.702 4.299  0.076
H -1.292 2.285 3.900  0.099
O -0.504 1.869 3.432  -0.073

## 2
This record from OMol25 describes a cluster of 3 separate species, C5H16NO in total. The level of theory is wB97M-V/def2-TZVPD.

Output
HOMO-LUMO gap = 3.66 eV
charge = +1
LUMO energy = -0.318 hartree

Last column: Löwdin charge in e.
Element x y z (Å)
C -0.734 0.024 0.496  0.272
C 0.048 1.186 0.992  -0.373
C -0.777 2.529 1.179  -0.004
C 1.380 1.302 0.200  -0.187
C 1.197 1.835 -1.296  -0.055
N -1.388 -4.973 -0.235  0.024
H -0.863 -0.730 1.274  0.143
H -1.596 0.432 -0.021  0.134
H 0.377 0.838 2.049  0.183
H -0.144 3.341 1.588  0.116
H -1.598 2.195 1.925  0.123
H -1.289 2.947 0.399  0.047
H 1.929 0.323 0.478  0.142
H 2.093 2.081 0.569  0.131
H 0.667 1.070 -1.946  0.087
H 2.102 2.022 -1.813  0.065
H 0.707 2.816 -1.186  0.083
H -0.590 -5.260 0.309  0.007
H -1.606 -5.531 -1.028  0.004
H -1.471 -3.975 -0.279  -0.025
H 0.186 -0.937 -0.633  0.023
H 0.550 -2.178 -1.696  0.050
O 0.820 -1.358 -1.327  0.011

## 3
This record from OMol25 describes a cluster of 2 separate species, C5H16NO in total. The level of theory is wB97M-V/def2-TZVPD.

Output
HOMO-LUMO gap = 11.06 eV
charge = +1
LUMO energy = -0.122 hartree

Last column: Löwdin charge in e.
Element x y z (Å)
C -0.333 0.966 -1.507  -0.148
C 0.997 1.008 -0.732  -0.176
C 0.932 0.281 0.582  -0.276
C 0.875 -1.219 0.542  -0.289
C 2.159 -1.826 -0.026  -0.096
N -1.599 1.066 -0.697  0.192
H -0.273 -0.026 -2.043  0.147
H -0.362 1.616 -2.360  0.120
H 1.698 0.748 -1.494  0.114
H 1.319 2.037 -0.418  0.135
H 1.814 0.564 1.215  0.139
H 0.222 0.555 1.385  0.105
H 0.615 -1.627 1.607  0.144
H 0.020 -1.584 -0.058  0.097
H 2.848 -1.028 -0.304  0.070
H 1.898 -2.553 -0.798  0.078
H 2.772 -2.327 0.755  0.088
H -2.447 0.891 -1.224  0.169
H -1.452 0.457 0.136  0.085
H -1.655 2.052 -0.444  0.173
H -2.562 0.422 2.164  0.082
H -2.743 -1.027 1.835  0.086
O -2.291 -0.238 1.511  -0.040

Which structure is most stable? 3, by 1.045 eV over the runner-up.

## 1
This record from OMol25 describes a cluster of 4 separate species, C5H17NO3 in total. The level of theory is wB97M-V/def2-TZVPD.

Output
SMILES string = C/C=C/CNC.O.O.O
HOMO-LUMO gap = 9.78 eV
charge = 0
LUMO energy = 0.018 hartree

Last column: Löwdin charge in e.
Element x y z (Å)
C -0.671 -2.181 -1.926  -0.101
C -0.696 -1.527 -0.577  -0.199
C 0.309 -1.380 0.289  -0.116
C 0.179 -1.003 1.738  -0.181
N -0.512 0.350 1.772  -0.159
C -0.607 0.884 3.121  -0.136
H 0.394 -2.478 -2.090  0.086
H -0.876 -1.412 -2.675  0.056
H -1.350 -3.015 -1.918  0.068
H -1.738 -1.250 -0.373  0.109
H 1.252 -1.732 -0.121  0.104
H 1.079 -0.730 2.277  0.113
H -0.484 -1.767 2.129  0.112
H -1.387 0.288 1.268  0.078
H -0.874 0.149 3.878  0.073
H -1.417 1.638 3.178  0.087
H 0.285 1.463 3.397  0.077
O -1.251 1.647 -0.836  -0.054
H -0.546 1.654 -1.477  0.006
H -0.877 1.108 -0.132  -0.031
O 0.697 0.229 -3.499  -0.050
H 0.174 0.980 -3.806  0.045
H 1.461 0.548 -3.007  0.044
O 2.272 1.767 0.602  -0.064
H 2.249 2.578 0.069  0.041
H 1.448 1.695 1.078  -0.009

## 2
This record from OMol25 describes a cluster of 4 separate species, C5H17NO3 in total. The level of theory is wB97M-V/def2-TZVPD.

Output
SMILES string = C/C=C/CNC.O.O.O
HOMO-LUMO gap = 8.58 eV
charge = 0
LUMO energy = 0.021 hartree

Last column: Löwdin charge in e.
Element x y z (Å)
C -1.498 2.611 -1.553  -0.144
C -0.860 1.599 -0.631  -0.192
C -1.455 0.456 -0.217  -0.117
C -0.740 -0.286 0.868  -0.338
N -0.620 0.576 1.971  -0.107
C 0.518 0.236 2.955  -0.076
H -1.585 3.666 -1.069  0.092
H -2.531 2.170 -1.781  0.073
H -0.987 2.818 -2.595  0.094
H 0.129 1.979 -0.398  0.102
H -2.480 0.179 -0.583  0.114
H 0.324 -0.659 0.580  0.097
H -1.045 -1.312 0.750  0.095
H -1.487 0.828 2.517  0.129
H 0.895 -0.735 2.874  0.013
H 0.288 0.569 3.905  0.042
H 1.355 0.855 2.435  0.105
O 1.676 -1.403 -1.448  -0.087
H 1.337 -1.146 -2.393  0.074
H 1.492 -0.696 -0.900  -0.058
O -0.258 -1.536 -3.114  -0.079
H -0.422 -2.291 -2.525  0.058
H -1.201 -1.295 -3.261  0.073
O 2.269 -1.255 1.765  -0.081
H 2.711 -0.925 0.930  0.085
H 2.264 -2.165 1.566  0.033

Which structure is most stable? 1, by 2.104 eV over the runner-up.

## 1
This record from OMol25 describes a cluster of 2 separate species, C6H12NO in total. The level of theory is wB97M-V/def2-TZVPD.

Output
HOMO-LUMO gap = 6.51 eV
charge = +1
LUMO energy = -0.195 hartree

Last column: Löwdin charge in e.
Element x y z (Å)
C -0.547 -0.378 -1.599  0.004
C -1.224 0.770 -1.622  -0.472
O -2.435 0.812 -1.000  0.040
C -0.837 1.995 -2.371  -0.031
H 0.443 -0.473 -2.028  0.058
H -0.924 -1.298 -1.173  0.064
H -2.841 1.683 -1.120  0.113
H 0.092 1.851 -2.913  0.085
H -1.606 2.249 -3.102  0.098
H -0.706 2.848 -1.701  0.090
C 1.054 -0.241 1.403  -0.116
C 0.733 0.661 2.317  0.116
C 2.136 -2.371 1.281  0.192
N 1.357 -1.568 1.889  0.055
H 1.057 -0.137 0.327  0.093
H 0.632 0.408 3.363  0.085
H 0.624 1.699 2.040  0.089
H 2.304 -3.348 1.714  0.127
H 2.613 -2.097 0.351  0.131
H 1.003 -1.818 2.806  0.179

## 2
This record from OMol25 describes the ion C6H12NO with charge +1. The level of theory is wB97M-V/def2-TZVPD.

Output
SMILES string = C=CCC[C@H]([NH3+])C=O
HOMO-LUMO gap = 9.08 eV
charge = +1
LUMO energy = -0.151 hartree

Last column: Löwdin charge in e.
Element x y z (Å)
C 0.984 2.490 1.807  0.010
C 1.464 1.388 1.240  -0.179
C 0.763 -0.006 1.292  -0.181
C -0.467 -0.003 0.402  -0.237
C -0.194 -0.140 -1.075  -0.201
N -1.580 0.211 -1.723  0.199
C 0.183 -1.671 -1.041  -0.176
O -0.658 -2.415 -0.624  0.088
H 1.552 3.490 1.562  0.107
H 0.320 2.548 2.622  0.048
H 2.295 1.330 0.605  0.075
H 0.579 -0.247 2.423  0.157
H 1.486 -0.846 1.057  0.125
H -1.129 -0.922 0.656  0.144
H -1.188 0.794 0.622  0.123
H 0.580 0.461 -1.522  0.149
H -2.338 -0.195 -1.041  0.207
H -1.633 -0.212 -2.647  0.157
H -1.760 1.324 -1.726  0.243
H 1.167 -2.033 -1.300  0.141

## 3
This record from OMol25 describes the ion C6H12NO with charge +1. The level of theory is wB97M-V/def2-TZVPD.

Output
HOMO-LUMO gap = 6.28 eV
charge = +1
LUMO energy = -0.255 hartree

Last column: Löwdin charge in e.
Element x y z (Å)
C 1.717 -1.492 0.986  -0.228
C 0.754 -1.813 -0.170  -0.134
C -0.318 -0.826 -0.330  0.112
C -0.145 0.411 -1.013  -0.163
C -0.886 1.555 -0.345  -0.058
C -1.586 2.494 -0.984  -0.187
O -2.049 3.537 -0.317  0.075
N 1.054 -1.291 2.295  0.020
H 2.394 -2.327 1.151  0.124
H 2.349 -0.626 0.801  0.116
H 0.256 -2.770 -0.012  0.128
H 1.340 -1.973 -1.083  0.165
H 0.866 0.707 -1.296  0.145
H -0.724 0.248 -1.947  0.183
H -0.682 1.767 0.699  0.126
H -1.815 2.455 -2.052  0.144
H -2.283 4.298 -0.864  0.136
H 0.120 -0.951 2.115  0.054
H 0.940 -2.134 2.843  0.082
H -1.303 -1.268 -0.473  0.159

Which structure is most stable? 1, by 0.669 eV over the runner-up.